P | 25
Properties=species:S:1:pos:R:3 method="wB97M-V/def2-TZVPD" total_charge=0 lumo_ev=0.7
N -2.6210 -0.5643 0.8513
N -4.1640 -0.0535 -0.6327
C 0.7368 -0.2857 -1.6464
C -3.8760 -0.7984 0.3968
C -0.7842 0.9970 0.2478
C 2.0177 0.5171 0.3844
C -0.5223 2.2313 0.6170
C -3.0651 0.7061 -0.8618
C -2.0796 0.4137 0.0520
C 0.7771 -0.1543 -0.1406
C 0.4737 -1.4602 0.5604
H 1.4329 -1.0601 -1.9728
H -1.3162 2.9282 0.8470
H 0.3694 -1.3164 1.6334
H -0.4349 -1.9090 0.1627
H -3.0421 1.4213 -1.6584
H 2.8697 -0.1470 0.2280
H 1.0123 0.6493 -2.1282
H -2.1734 -0.9921 1.6435
H 0.4771 2.6111 0.7201
H -0.2605 -0.5631 -1.9842
H 1.9382 0.7165 1.4510
H 1.2882 -2.1690 0.3949
H 2.2197 1.4467 -0.1396
H -4.5369 -1.5111 0.8469


Q | 25
Properties=species:S:1:pos:R:3 method="wB97M-V/def2-TZVPD" total_charge=0 smiles=C[C@H](Nn1cccc1)C1CC1 lumo_ev=1.0
N -1.8190 0.5821 -0.1193
N -0.8735 -0.1934 -0.7046
C 0.3023 -1.8224 0.7694
C -2.8861 2.2818 0.8237
C 1.5754 -0.5667 -0.9037
C -2.9447 0.0815 0.4146
C -3.6577 1.1161 0.9370
C 2.1695 0.6952 -1.5106
C 0.4371 -0.4584 0.0717
C 2.9050 0.0337 -0.4226
C -1.7461 1.9026 0.0751
H 3.8959 -0.4487 -0.4051
H 2.7840 0.6046 0.4862
H 0.2157 -2.6700 0.0171
H 1.6888 -1.5136 -1.3911
H -1.4111 -0.9994 -0.7104
H 1.6560 1.6251 -1.2527
H 2.3907 0.7054 -2.4742
H -3.1950 -1.0038 0.1982
H 0.5686 0.3268 0.7864
H -0.7983 2.3983 -0.2632
H 1.2513 -2.0375 1.4456
H -4.6195 0.9691 1.5949
H -0.7282 -1.9004 1.3619
H -3.1704 3.3401 1.1186


Stability, lowest: Q


P | 17
Properties=species:S:1:pos:R:3 method="wB97M-V/def2-TZVPD" total_charge=-1 lumo_ev=4.3
O 0.7073 -1.2081 -0.8271
O 1.3895 1.0087 -0.0818
N -2.8829 -0.2613 -0.7501
C 2.0366 0.7879 1.1274
C -1.4180 -0.1769 -0.5035
C -0.6529 -1.3737 -1.1219
C 2.4813 1.8070 1.8827
H -1.0211 -2.3113 -0.6784
H -0.9010 -1.4431 -2.2254
H -1.2260 -0.1202 0.5955
H 3.2472 1.6266 2.6765
H -3.2204 -0.9673 -0.1320
H 2.1281 2.7780 1.7190
H 2.2536 -0.2799 1.3541
H -3.0067 -0.5987 -1.6867
H -1.0329 0.7302 -0.9772
H 1.1183 0.0022 -0.3710


Q | 17
Properties=species:S:1:pos:R:3 method="wB97M-V/def2-TZVPD" total_charge=-1 smiles=N[C@@H](CO)CC[O-] lumo_ev=4.0
O -2.0499 0.2470 1.4900
O 1.3536 -1.5299 -1.9512
N -0.9637 -0.5870 -0.9394
C 0.2750 0.5786 1.0399
C -1.1377 1.1954 1.1894
C 0.2147 -0.5245 -0.0441
C 1.4946 -0.6137 -0.8777
H -1.1422 0.3089 -1.3908
H 0.4240 0.0156 1.9652
H 0.4132 -1.4698 -2.1881
H -1.0793 2.0348 1.9187
H 2.3036 -0.9496 -0.2304
H -1.6910 -0.6304 -0.1981
H -1.3328 1.7045 0.2032
H 1.7222 0.3772 -1.2775
H 0.1428 -1.4685 0.5042
H 1.0528 1.3115 0.7869


R | 17
Properties=species:S:1:pos:R:3 method="wB97M-V/def2-TZVPD" total_charge=-1 lumo_ev=4.3
O -1.8630 0.9454 -1.3373
O 1.9955 -0.3293 -0.4932
N -0.0845 1.0750 0.4318
C -0.0402 -1.4211 0.3712
C -1.2312 1.6307 -0.1557
C -0.2485 -0.1570 1.2181
C 1.4300 -1.5430 -0.0319
H 1.5377 -2.3374 -0.8131
H -1.2260 -0.1704 1.7192
H -0.5685 -1.3422 -0.5203
H -0.3622 -2.3334 0.8614
H -1.1229 0.6398 -1.8564
H -1.0424 2.6624 -0.4837
H 1.1999 0.4530 -0.3739
H -2.0997 1.6867 0.5520
H 2.0693 -1.9429 0.7799
H 0.5367 -0.1005 1.9393


S | 17
Properties=species:S:1:pos:R:3 method="wB97M-V/def2-TZVPD" total_charge=-1 smiles=N[C@@H](CO)CC[O-] lumo_ev=3.9
O -1.3769 2.1183 -1.4618
O 0.1109 -2.3081 1.2529
N -1.4526 -0.2755 0.3826
C -0.2376 0.2117 -0.3843
C 1.1851 -1.6777 0.6813
C -0.2934 1.7108 -0.5865
C 1.0009 -0.1833 0.4310
H 2.0394 -1.7894 1.3924
H -0.4358 2.2904 0.3274
H -1.0160 -1.1151 0.8995
H -0.2017 -0.2325 -1.3718
H 1.4818 -2.1827 -0.2699
H 0.8389 0.3171 1.3851
H 0.6222 2.0790 -1.0566
H -2.0088 1.3967 -1.3531
H -2.1289 -0.6665 -0.2644
H 1.8722 0.3067 -0.0037


Stability, lowest: R


P | 17
Properties=species:S:1:pos:R:3 method="wB97M-V/def2-TZVPD" total_charge=-1 smiles=N[C@@H](CO)CC[O-] lumo_ev=4.0
O -0.3292 -1.0450 -2.5910
O 1.3802 1.2222 1.8642
N 1.2546 0.1759 -0.9173
C -0.1202 0.1325 -0.4244
C 0.1626 0.6701 2.0239
C -0.2585 -0.4042 0.9846
C -1.0940 -0.4951 -1.4661
H 0.5830 -0.7656 -2.2940
H 1.8109 -0.4584 -0.3825
H -1.6970 -1.2496 -0.9671
H -0.4196 1.1836 -0.2918
H 0.0398 0.2332 3.0397
H 1.6477 1.1045 -0.9441
H -1.2022 -0.8955 1.2396
H -1.6224 0.2969 -1.9926
H -0.6181 1.5132 1.9350
H 0.4825 -1.2187 1.1840


Q | 17
Properties=species:S:1:pos:R:3 method="wB97M-V/def2-TZVPD" total_charge=-1 smiles=C[C@@H](O)[C@H](N)C[O-] lumo_ev=4.1
O -0.4109 -2.0761 0.0361
O -1.6471 1.2002 -0.1495
N 1.7029 -0.1630 0.7939
C 0.0551 0.4527 -1.6856
C -0.5333 -1.2015 1.0317
C -0.2427 1.0231 -0.2926
C 0.2819 0.1563 0.8473
H -0.6115 -0.3967 -1.8388
H 2.1054 0.1389 -0.0803
H -0.1589 -1.5228 2.0448
H 1.1074 0.1709 -1.7175
H -1.5945 -0.8747 1.2067
H 0.1144 0.6781 1.7969
H -0.1834 1.1969 -2.4526
H 1.9339 -1.1526 0.7996
H 0.1057 2.0587 -0.2623
H -2.0243 0.3118 -0.0778


Stability, lowest: P


P | 13
Properties=species:S:1:pos:R:3 method="wB97M-V/def2-TZVPD" total_charge=+1 spin_multiplicity=2 lumo_ev="-3.8 / -7.3" s2=0.76
N 0.3078 1.4600 0.0134
N 1.1838 -1.4784 1.0178
C -0.9052 1.5365 -0.4073
C -1.7979 0.4730 -0.4832
C 1.0304 -1.8064 -0.1818
H -1.1237 2.5107 -0.8391
H -2.8169 0.7318 -0.7254
H 0.8426 2.3181 0.0198
H 1.0153 -2.8201 -0.5649
H -1.5319 -0.5670 -0.3363
H 1.4448 -2.1856 1.7003
H 0.6540 0.6599 0.5538
H 0.7448 -0.9942 -0.8548


Q | 13
Properties=species:S:1:pos:R:3 method="wB97M-V/def2-TZVPD" total_charge=+1 spin_multiplicity=2 lumo_ev="-9.8 / -7.7" s2=0.79
N -2.2573 -0.2383 -0.0730
N 1.7756 0.2722 0.8686
C 1.2231 -0.6687 -0.0101
C -1.9062 0.6483 0.6010
C 0.8020 0.0185 -1.3334
H 1.8822 -1.5044 -0.2666
H 0.7730 1.0881 -1.1342
H 0.3313 -1.0302 0.5363
H -0.8305 0.9780 0.6958
H -0.2035 -0.3251 -1.5886
H 2.3342 -0.2421 1.5619
H 1.4241 -0.2552 -2.1746
H -2.5041 1.1534 1.3888


Stability, lowest: Q


P | 82
Properties=species:S:1:pos:R:3 method="wB97M-V/def2-TZVPD" total_charge=0 lumo_ev="-0.6 / -0.6"
Ir -0.3116 -0.3286 0.0766
Sb 0.0474 -0.3798 -3.6353
F 0.7749 -5.7493 -6.8253
F -5.8370 -0.0494 -5.7237
F 2.8726 4.3072 -6.6937
O -0.8835 1.1789 -1.2725
O -0.7539 -1.4277 1.7362
O 0.1102 -1.9849 -1.0349
N 1.5595 -0.4517 0.7189
N -1.6325 2.2607 0.5846
N 3.1813 -1.4797 1.7386
N -1.0664 1.1687 1.2148
C -3.2272 3.8280 -3.6292
C 0.3224 -2.1296 -4.8930
C -1.5613 2.1432 -0.6928
C -2.5035 2.9213 -2.8663
C 3.0379 -0.2596 2.3736
C -2.2869 3.1483 -1.5161
C 1.0798 -2.8440 -0.9812
C 2.0280 0.3628 1.7408
C 0.0157 -2.1099 3.8737
C -0.8877 1.3304 2.5150
C 2.2332 3.2672 -6.1164
C -1.0827 2.6947 3.1059
C 0.6226 -4.5600 -6.2023
C -3.0224 -0.4364 -3.5039
C -4.3376 -0.3979 -3.9509
C 1.0444 -3.9567 -1.8558
C 1.5232 -2.4684 -5.5140
C 2.2787 -1.5821 0.7437
C 1.6811 -3.6783 -6.1806
C -0.7235 -3.0532 -4.9482
C -4.5658 -0.0887 -5.2749
C -2.7981 4.3045 -0.9280
C -1.9587 -0.1687 -4.3643
C 2.9255 2.0935 -5.9083
C 2.0395 -4.8979 -1.8543
C -0.4598 -1.0429 2.9263
C -3.7454 4.9698 -3.0387
C 2.2682 1.0403 -5.2851
C -3.5414 0.1780 -6.1619
C 0.9161 3.4181 -5.7413
C -2.2340 0.1323 -5.6975
C -0.5387 0.2601 3.3540
C 3.2001 -3.6993 -0.1459
C 0.2725 2.3461 -5.1351
C 2.1863 -2.7221 -0.1294
C 0.9278 1.1357 -4.9046
C -0.5853 -4.2705 -5.6031
C 3.1384 -4.7804 -0.9845
C -3.5254 5.2060 -1.6859
H 4.0673 -3.5980 0.4979
H -0.3299 0.4735 4.3924
H -2.6229 4.4815 0.1241
H -2.1296 2.9875 3.0249
H 3.9224 -5.5245 -0.9772
H -0.3222 -3.0883 3.5376
H -0.7858 2.7001 4.1527
H -3.7730 0.4051 -7.1944
H -1.3943 -4.9882 -5.6474
H 2.8286 0.1354 -5.0862
H -3.9286 6.0963 -1.2201
H -2.1312 2.0117 -3.3069
H 1.1088 -2.1031 3.8820
H -4.3307 5.6683 -3.6231
H 1.9807 -5.7362 -2.5374
H 3.8435 -2.1928 1.9811
H 3.6470 0.0344 3.2086
H -3.3898 3.6356 -4.6828
H 0.4114 4.3610 -5.9078
H 2.6083 -3.9387 -6.6742
H -1.4218 0.3296 -6.3874
H 2.3641 -1.7882 -5.4919
H 1.6136 1.3366 1.9153
H -1.6701 -2.8283 -4.4690
H -5.1714 -0.6065 -3.2937
H 3.9612 2.0188 -6.2123
H 0.1972 -4.0366 -2.5239
H -0.7605 2.4690 -4.8400
H -2.8241 -0.6692 -2.4632
H -0.3356 -1.9267 4.8884
H -0.5085 3.4329 2.5462


Q | 82
Properties=species:S:1:pos:R:3 method="wB97M-V/def2-TZVPD" total_charge=0 lumo_ev=-0.4
Ir 2.0170 1.1301 0.7162
Sb -1.5021 -0.6162 -0.9439
F 1.2873 -5.5358 -3.6028
F -3.6843 1.5066 -6.4337
F -6.3247 -3.3969 1.9544
O 1.0034 1.5401 -1.0140
O 1.1568 -0.6216 1.1772
O 3.2914 2.5925 0.1472
N 0.2513 4.5659 1.9154
N 1.0646 2.5830 1.6297
N 2.8799 -0.7276 2.7133
N 3.1795 0.5216 2.1743
C -0.8870 3.8483 -3.0036
C -1.3406 -3.3851 -2.3910
C -4.3863 -0.9239 0.1799
C -1.6621 -0.2178 -3.9912
C -3.5566 0.7456 -2.9071
C -2.0885 0.2817 -5.2146
C 4.8481 0.6936 3.9232
C -2.3841 0.0008 -2.8182
C -0.7190 4.7629 -0.8107
C 0.4329 -3.2355 1.7217
C 0.4908 -5.1305 3.1987
C -4.1583 -3.5453 1.0523
C 0.4697 3.5960 0.9990
C 4.1374 1.2330 2.7191
C 4.5151 2.4950 2.1969
C -3.1204 -2.9362 0.3594
C 0.0015 -4.5095 2.0597
C 1.3635 -2.5772 2.5187
C -1.1849 4.8724 -2.0961
C 4.6160 4.4584 0.6533
C -0.7119 -4.4636 -2.9942
C -3.2590 1.0111 -5.2514
C 0.7165 4.1574 3.1470
C 1.4391 -3.4864 -2.4665
C 4.0955 3.0968 1.0182
C -5.3066 -2.8177 1.2836
C -4.0089 1.2512 -4.1190
C -0.6031 -2.3525 -1.8120
C -0.1495 2.7612 -2.6163
C 1.8547 -3.2045 3.6617
C -3.2154 -1.6252 -0.1058
C 0.0463 3.6619 -0.3834
C 0.7874 -2.4179 -1.8619
C 0.6701 -4.4896 -3.0172
C 1.2317 2.9253 2.9595
C 1.8372 -1.2270 2.1308
C 0.3447 2.6223 -1.2959
C -5.4437 -1.5115 0.8609
C 1.4168 -4.4737 3.9998
H -0.7157 -5.0186 1.4276
H -4.4952 0.1134 -0.1136
H -2.2226 -3.5151 0.1765
H 2.5180 -3.5498 -2.5100
H 2.5784 -2.6864 4.2756
H 3.9848 5.2133 1.1300
H 0.1557 -6.1255 3.4620
H 4.1289 0.3887 4.6832
H 5.2436 3.0412 2.7795
H 1.3823 -1.6293 -1.4138
H -4.0834 -4.5627 1.4122
H -1.2496 3.9074 -4.0228
H 4.5501 4.5940 -0.4237
H 1.7992 -4.9552 4.8906
H 5.5270 1.4403 4.3272
H -1.7746 5.7263 -2.3982
H -2.4237 -3.3491 -2.3816
H 0.0762 1.9642 -3.3111
H 5.6391 4.6157 0.9902
H -1.2712 -5.2708 -3.4478
H -0.9740 5.5497 -0.1095
H -1.5315 0.1100 -6.1260
H -4.9228 1.8255 -4.1909
H -4.1480 0.9577 -2.0255
H 0.0651 -2.7503 0.8280
H 5.4131 -0.2015 3.6614
H 1.6704 2.2410 3.6609
H 0.6311 4.7660 4.0279
H -6.3560 -0.9708 1.0737
H -0.7435 -0.7940 -3.9668
H -0.2003 5.4389 1.7141


Stability, lowest: P


P | 15
Properties=species:S:1:pos:R:3 method="wB97M-V/def2-TZVPD" total_charge=-1 smiles="C[C@@H](C[S-])NC=O" lumo_ev=3.7
S -0.4020 -2.8905 1.3764
O -1.0176 1.7387 -2.3695
N -0.0103 0.1052 -1.2857
C 0.3936 -0.5940 -0.0022
C 1.1089 0.5914 0.9160
C -0.5477 1.3570 -1.2945
C -0.8048 -1.1926 0.7054
H -0.7421 1.8540 -0.3414
H 0.4850 0.8096 1.7653
H -1.3135 -0.5479 1.4419
H 2.0536 0.2874 1.3875
H -0.0265 -0.3454 -2.1953
H 1.3055 1.3805 0.2090
H 1.1734 -1.2741 -0.3030
H -1.6553 -1.2791 -0.0098


Q | 15
Properties=species:S:1:pos:R:3 method="wB97M-V/def2-TZVPD" total_charge=-1 smiles="CNC(=O)CC[S-]" lumo_ev=3.9
S -1.1362 -1.8563 0.5130
O 1.6962 1.7879 -0.4709
N -0.4648 1.0308 -0.5965
C 0.8510 0.9489 -0.1963
C -0.6941 1.3886 -1.9987
C -0.0510 -0.7822 1.5131
C 1.1390 -0.2159 0.7041
H -0.6030 2.4852 -2.0973
H 0.4127 -1.3761 2.2873
H 1.9332 -0.0380 1.4336
H -1.7037 1.1726 -2.3139
H 0.1436 1.0865 -2.6345
H -0.5751 0.0257 2.0327
H 1.4597 -1.0670 0.1070
H -0.9373 0.1358 -0.3929


Stability, lowest: P


P | 13
Properties=species:S:1:pos:R:3 method="wB97M-V/def2-TZVPD" total_charge=0 spin_multiplicity=2 lumo_ev="0.9 / -1.7" s2=0.78
O -1.4625 -1.1843 -1.0310
N 1.0205 -0.7971 -0.1659
C 1.5236 0.2770 0.4582
C 1.5518 1.5420 -0.0487
C -2.1074 -0.4884 0.0048
H 1.1323 1.7652 -1.0227
H 2.0372 0.1354 1.4105
H -1.4935 -0.4572 0.9164
H -2.3512 0.5424 -0.3030
H 2.0374 2.3601 0.4620
H -0.4886 -1.1482 -0.8718
H -3.0635 -0.9704 0.2157
H 1.6640 -1.5766 -0.0245


Q | 13
Properties=species:S:1:pos:R:3 method="wB97M-V/def2-TZVPD" total_charge=0 spin_multiplicity=2 lumo_ev="1.0 / -1.5" s2=0.76
O 2.5212 -0.7926 -0.6552
N -0.3867 0.0858 1.1989
C -2.0224 -0.5596 -0.5305
C 0.5420 1.0622 0.4331
C -0.8483 -0.6873 0.1472
H 3.1598 -0.4789 -1.3197
H -1.1614 0.3555 1.7762
H 1.9514 -0.0304 -0.3297
H -2.9075 0.0994 -0.1525
H 1.3782 1.4511 1.1458
H -0.2103 1.8537 0.0689
H -2.1307 -1.1945 -1.4974
H 0.1148 -1.1643 -0.2850


Stability, lowest: Q


P | 11
Properties=species:S:1:pos:R:3 method="wB97M-V/def2-TZVPD" total_charge=0 lumo_ev="0.3 / -2.1"
S 0.3922 -1.5615 -0.0068
F 0.4437 2.1837 0.0888
C -1.3441 -1.6045 0.1264
C -2.0771 -2.7378 0.2223
C 2.7710 1.8634 0.0597
C 1.4941 1.5896 -0.0559
H -3.1918 -2.5804 0.3283
H -1.9392 -3.7678 0.0665
H 3.5591 1.1506 0.1251
H -1.9384 -0.7372 -0.0308
H 2.9455 2.9966 -0.0004


Q | 11
Properties=species:S:1:pos:R:3 method="wB97M-V/def2-TZVPD" total_charge=0 smiles=C#C[C@H](S)CF lumo_ev=0.8
S -0.2072 -0.8347 1.2627
F -1.3053 -1.0244 -1.5598
C -0.2554 0.4621 -0.0846
C 1.0670 1.1676 0.1501
C 1.8276 1.9678 0.7224
C -0.2357 -0.1860 -1.4625
H 2.5906 2.5067 1.1802
H -1.0574 1.2018 -0.2162
H -0.1514 0.5867 -2.2936
H 0.6222 -0.8287 -1.5760
H -1.3630 -1.3607 0.7888


R | 11
Properties=species:S:1:pos:R:3 method="wB97M-V/def2-TZVPD" total_charge=0 smiles="F/C=C/[C@@H]1CS1" lumo_ev=0.9
S 1.7744 -1.1913 -0.2297
F -3.0775 -0.6406 -0.2617
C 1.7794 0.6101 -0.0884
C -0.7943 0.1157 -0.4513
C -1.8233 -0.4195 0.2009
C 0.5107 -0.0194 0.1849
H 0.2435 0.0525 1.2448
H -1.7153 -1.0459 1.1436
H -0.9827 0.5088 -1.4680
H 1.8177 1.0391 -1.1016
H 2.2674 0.9905 0.8263


Stability, lowest: P